{
  "formula": "C8H8Br2OSi",
  "method": "the ωB97M-V functional and the def2-TZVPD basis",
  "species": ["C", "C", "C", "C", "C", "C", "C", "C", "O", "Si", "Br", "Br", "H", "H", "H", "H", "H", "H", "H", "H"],
  "xyz": [[-1.313177, 1.655121, -2.664097], [-1.516497, 2.042475, -1.337235], [-0.887733, 0.358045, -2.929681], [-1.480711, 1.139815, -0.330060], [-0.654797, -0.497102, -1.868875], [-1.023506, -0.124529, -0.522803], [2.057791, -0.257187, 3.395615], [1.288725, -1.267518, 3.060685], [-1.059333, -1.060017, 0.441266], [1.190705, -1.682840, 1.242016], [1.516053, -3.878191, 0.839567], [2.265978, -0.243975, 0.084444], [-1.501049, 2.266069, -3.498382], [-1.728952, 3.192548, -1.243617], [-0.725055, -0.081777, -3.992210], [-1.823273, 1.368622, 0.608272], [-0.138139, -1.414336, -2.030776], [2.332874, 0.122486, 4.423134], [2.293844, 0.334334, 2.576056], [0.906251, -1.972043, 3.746680]],
  "forces_ev_per_angstrom": [[0.274, -1.083, 0.593], [-0.620, 3.507, -2.506], [0.402, -1.247, -1.151], [0.401, 0.186, 0.005], [-0.207, 0.846, 1.210], [0.660, -2.576, -1.998], [-0.257, 0.742, 1.990], [0.068, -1.005, -1.010], [2.887, -0.548, 1.056], [-3.081, 0.001, -0.234], [-0.237, 1.289, 0.111], [0.416, 0.107, -0.697], [-0.118, 1.141, -0.634], [0.054, -2.476, 0.447], [-0.230, 1.207, 1.865], [-0.569, 0.776, 2.314], [-0.074, -0.845, -0.041], [-0.446, -0.815, -1.211], [1.163, 1.463, -0.893], [-0.485, -0.672, 0.782]],
  "lowdin_charge": [-0.1200, -0.1002, -0.1084, -0.0717, -0.0660, -0.4822, -0.0709, -0.3063, -0.1911, -0.0133, 0.3485, 0.5543, 0.0760, 0.1393, 0.1328, 0.0914, 0.0889, 0.1020, -0.0470, 0.0440],
  "lumo_ev": [-0.826, -0.827],
  "gap_ev": [6.916, 6.915],
  "relative_energy_kj_mol": 0.0,
  "homo_ev": [-7.74, -7.74]
}